Entry from the OMol25 dataset: the molecule C4H9NO2 (ωB97M-V/def2-TZVPD).

Properties
Energy   -9879.16105 eV
Charge   0
Strongest force on any atom   0.657 eV/A
HOMO-LUMO gap   10.54 eV
SMILES string   NC(=O)CCCO
2S+1   1
ΔE to the lowest compared entry with this formula, charge and spin   20.7 kcal/mol

Geometry as XYZ:
```
16
Properties=species:S:1:pos:R:3:forces:R:3:mulliken_charge:R:1
N 2.14611 0.23153 1.14955 -0.28 -0.07 0.59 -0.4135
C 1.02084 -0.55154 1.09432 0.17 -0.08 -0.47 0.4399
O 0.41873 -0.86726 2.10490 0.43 0.29 -0.01 -0.6161
C 0.44782 -0.96067 -0.26413 0.28 -0.15 0.06 -0.4709
C -1.04566 -0.58639 -0.23516 -0.34 -0.01 0.33 -0.6900
C -1.43450 0.66996 -0.97893 -0.04 -0.43 -0.31 -0.4905
O -0.84220 1.77681 -0.32486 0.17 0.26 -0.15 -0.5079
H 2.32326 0.55618 2.08742 0.32 -0.07 -0.04 0.2308
H 2.89581 0.31384 0.48189 -0.51 -0.13 -0.22 0.2027
H 1.01230 -0.57826 -1.12760 -0.26 0.27 0.30 0.3120
H 0.54330 -2.04941 -0.33584 -0.04 0.09 0.19 0.3132
H -1.67444 -1.41981 -0.55229 0.08 0.05 -0.25 0.4224
H -1.28701 -0.43188 0.81874 -0.18 -0.10 -0.11 0.3392
H -1.07337 0.57464 -2.01157 -0.09 0.23 -0.06 0.3315
H -2.53145 0.78198 -0.99913 0.24 -0.12 -0.01 0.2973
H -0.91954 2.54028 -0.90729 0.04 -0.02 0.16 0.3000
```
Forces are in eV/Å.